No. 1
DFT (ωB97M-V/def2-TZVPD) results for a structure of composition C14H24N9RuS2 at a distorted geometry.

## Properties
- E_HOMO (alpha / beta) (eV) = -14.48 / -14.53
- gap between HOMO and LUMO (alpha / beta) (eV) = 6.8 / 6.1
- relative energy (zero: lowest compared OMol25 entry of this formula, charge and spin) (kcal per mole) = 38.68

Geometry as ORCA input:
```
! RIJCOSX wB97M-V def2-TZVPD def2/J DEFGRID3
* xyz 2 2
Ru -0.29 0.83 0.27
C -5.41 -0.37 -0.47
S -5.01 0.77 0.86
C -3.34 1.05 0.64
S -2.37 0.28 -0.57
N -2.81 1.94 1.46
N -1.50 2.10 1.21
C -0.77 3.02 1.81
C 0.19 3.53 0.85
C 0.73 4.81 0.83
C 1.46 5.21 -0.28
C 1.63 4.33 -1.35
C 1.09 3.06 -1.27
N 0.40 2.67 -0.19
H -6.48 -0.57 -0.36
H -4.87 -1.31 -0.37
H -5.23 0.08 -1.44
H -0.96 3.48 2.77
H 0.57 5.48 1.66
H 1.87 6.20 -0.33
H 2.17 4.62 -2.23
H 1.22 2.33 -2.06
C -0.21 -1.77 -1.62
N 0.10 -3.15 -1.88
C 1.54 -3.33 -1.94
N 2.15 -2.94 -0.66
C 1.85 -1.56 -0.38
N 0.36 -1.28 -0.28
C -0.18 -2.23 0.78
N 0.13 -3.60 0.49
C -0.45 -3.97 -0.80
C 1.59 -3.77 0.41
H -1.29 -1.67 -1.60
H 0.20 -1.14 -2.41
H 1.96 -2.72 -2.74
H 1.78 -4.37 -2.14
H 2.26 -0.93 -1.17
H 2.31 -1.32 0.57
H -1.26 -2.10 0.83
H 0.26 -1.95 1.74
H -1.54 -3.85 -0.76
H -0.23 -5.02 -1.00
H 1.82 -4.81 0.21
H 2.04 -3.50 1.36
N 2.17 2.00 2.08
N 1.65 0.84 1.40
H 3.11 1.79 2.40
H 1.60 2.16 2.90
H 1.63 0.04 2.04
H 2.35 0.60 0.70
*
```


No. 2
DFT (ωB97M-V/def2-TZVPD) results for a structure of composition C14H25AsN2O10PtS4.

## Properties
- E_HOMO (eV) = -3.88
- gap between HOMO and LUMO (eV) = 8.0
- relative energy (zero: lowest compared OMol25 entry of this formula, charge and spin) (kcal per mole) = 0.00

Geometry as ORCA input:
```
! RIJCOSX wB97M-V def2-TZVPD def2/J DEFGRID3
* xyz -2 1
Pt 0.19 0.93 -0.52
O 2.56 2.71 -2.71
As 0.97 3.43 -2.27
O 1.13 5.02 -2.56
O 0.70 2.92 -0.69
C -0.10 2.37 -3.51
C 0.54 1.94 -4.67
C -0.14 1.16 -5.60
C -1.45 0.80 -5.38
C -2.10 1.23 -4.23
C -1.43 2.01 -3.30
S -2.33 2.53 -1.84
O -1.92 3.89 -1.63
O -3.73 2.31 -2.13
O -1.88 1.59 -0.77
H 3.15 3.47 -2.74
H 1.57 2.21 -4.83
H 0.38 0.83 -6.50
H -1.98 0.19 -6.10
H -3.13 0.97 -4.03
N 0.90 -3.33 1.24
C 0.31 -2.20 1.10
N -0.50 -1.64 2.00
S 0.55 -1.29 -0.47
H 0.33 -4.47 2.79
H 1.39 -3.59 0.39
H -0.99 -2.26 2.67
H -0.94 -0.75 1.78
C 3.69 1.36 0.37
C 2.91 0.10 0.77
C 3.87 -1.10 0.82
C 2.28 0.33 2.14
C 1.90 -0.08 -0.36
H 4.46 1.57 1.12
H 3.01 2.22 0.31
H 4.17 1.24 -0.60
H 4.66 -0.91 1.55
H 4.34 -1.26 -0.15
H 3.34 -2.01 1.11
H 3.06 0.63 2.85
H 1.80 -0.56 2.53
H 1.54 1.13 2.09
H 2.43 -0.15 -1.31
C -3.24 -0.25 3.80
S -2.85 0.76 2.35
C -3.89 -0.10 1.15
H -3.01 -1.30 3.63
H -4.30 -0.15 4.06
H -2.63 0.11 4.63
H -4.94 0.00 1.43
H -3.62 -1.16 1.11
H -3.71 0.37 0.19
O -2.05 -5.43 2.60
S -1.56 -4.77 3.79
O 0.05 -4.79 3.68
O -1.90 -3.34 3.83
O -1.81 -5.45 5.03
*
```


No. 3
DFT (ωB97M-V/def2-TZVPD) results for a structure of composition C14H25BBeN6Si at a distorted geometry.

## Properties
- E_HOMO (eV) = -8.83
- gap between HOMO and LUMO (eV) = 9.5
- relative energy (zero: lowest compared OMol25 entry of this formula, charge and spin) (kcal per mole) = 0.00

Geometry as ORCA input:
```
! RIJCOSX wB97M-V def2-TZVPD def2/J DEFGRID3
* xyz 0 1
H -0.35 2.95 0.93
N 0.20 1.72 -0.72
B 0.77 0.85 -3.08
N 0.52 2.01 -2.03
C 0.44 3.33 -2.23
Be 0.40 0.17 -0.14
H 0.69 3.72 -3.20
C 0.07 3.94 -1.03
H -0.03 4.99 -0.85
C -0.08 2.90 -0.11
H 1.30 1.32 -4.04
C -2.03 -2.61 1.20
H -2.47 -2.69 2.19
H -1.17 -3.27 1.11
H -2.80 -2.93 0.49
N -0.62 0.27 -3.32
N 1.58 -0.34 -2.48
N -1.24 -0.21 -2.19
N 1.30 -0.73 -1.18
C -1.40 0.12 -4.40
C 2.49 -1.19 -3.02
H -1.06 0.46 -5.36
H 2.87 -1.08 -4.04
C -2.59 -0.47 -3.98
C 2.82 -2.13 -2.04
C -2.44 -0.65 -2.59
C 2.06 -1.81 -0.92
H -3.43 -0.74 -4.59
H 3.55 -2.92 -2.08
H -3.14 -1.08 -1.88
H 2.02 -2.25 0.07
H -1.70 -1.58 0.97
C -1.52 0.69 3.13
Si 0.24 0.05 3.22
C 1.21 1.02 4.49
C 0.13 -1.74 3.81
C 1.01 0.04 1.52
H -1.95 0.66 4.14
H -2.13 0.08 2.46
H -1.55 1.73 2.77
H 0.74 0.94 5.48
H 2.25 0.66 4.59
H 1.26 2.09 4.24
H -0.51 -2.35 3.15
H 1.13 -2.21 3.84
H -0.29 -1.77 4.83
H 1.74 0.88 1.43
H 1.68 -0.86 1.47
*
```


No. 4
DFT (ωB97M-V/def2-TZVPD) results for a structure of composition C14H25Cl3ORe at a distorted geometry.

## Properties
- E_HOMO (alpha / beta) (eV) = 0.77 / -0.02
- gap between HOMO and LUMO (alpha / beta) (eV) = 4.3 / 5.0
- relative energy (zero: lowest compared OMol25 entry of this formula, charge and spin) (kcal per mole) = 0.00

Geometry as ORCA input:
```
! RIJCOSX wB97M-V def2-TZVPD def2/J DEFGRID3
* xyz -2 4
C -0.78 0.64 -1.96
C -1.61 -0.52 -1.87
C -0.78 -1.64 -1.63
C -3.08 -0.56 -2.11
C 0.59 -1.19 -1.53
C 0.60 0.25 -1.73
C 1.82 1.05 -2.09
C -1.25 1.98 -2.46
C -1.26 -3.06 -1.64
C 1.81 -2.07 -1.60
Re -0.40 -0.09 0.11
Cl -2.67 -0.02 1.03
Cl -0.43 2.19 0.51
Cl -0.33 -2.30 1.23
H -3.55 0.39 -1.82
H -3.55 -1.35 -1.52
H -3.31 -0.74 -3.16
H -2.13 -3.17 -0.99
H -0.48 -3.76 -1.28
H -1.55 -3.36 -2.66
H 1.71 -2.94 -0.93
H 2.72 -1.53 -1.32
H 1.92 -2.45 -2.64
H 2.72 0.65 -1.60
H 1.73 2.10 -1.78
H 1.98 1.00 -3.19
H -2.14 2.30 -1.91
H -1.51 1.89 -3.53
H -0.48 2.75 -2.34
O 2.55 3.71 0.33
H 3.45 4.05 0.61
C -0.78 0.14 3.78
C 0.47 0.78 3.21
C 1.54 0.77 4.34
C 0.95 0.10 1.93
H -0.64 -0.95 3.83
H -1.63 0.38 3.14
H -0.98 0.54 4.78
H 0.28 1.83 2.94
H 1.75 -0.27 4.62
H 2.47 1.27 4.03
H 1.15 1.28 5.23
H 1.66 0.76 1.43
H 1.43 -0.85 2.21
*
```


No. 5
DFT (ωB97M-V/def2-TZVPD) results for the ion C14H25ClN3O2S2 with charge +1 at a distorted geometry.

## Properties
- E_HOMO (eV) = -10.64
- gap between HOMO and LUMO (eV) = 6.6

Geometry as ORCA input:
```
! RIJCOSX wB97M-V def2-TZVPD def2/J DEFGRID3
* xyz 1 1
C -3.75 1.66 -0.70
C -4.29 0.45 -1.40
C -5.78 0.36 -1.49
N -3.60 -0.47 -1.96
C -2.31 -0.89 -1.58
C -2.02 -1.09 -0.07
C -1.12 -0.04 0.63
C 0.19 -0.69 1.08
S 1.05 0.50 2.14
C 2.41 -0.50 2.75
S 2.22 -2.10 3.04
N 3.60 0.15 2.98
C 4.74 -0.39 2.21
C 5.18 0.54 1.06
O 4.12 1.38 0.66
C 3.90 2.31 1.70
C 3.52 1.61 3.02
C -1.17 -0.23 -2.43
N -0.69 -1.31 -3.36
Cl 0.96 -1.19 -3.83
C -1.01 -2.57 -2.56
O -2.28 -2.29 -2.14
H -4.17 1.76 0.30
H -4.07 2.54 -1.27
H -2.67 1.67 -0.63
H -6.18 1.11 -2.17
H -6.21 0.54 -0.50
H -6.07 -0.63 -1.83
H -1.60 -2.09 0.04
H -2.99 -1.11 0.42
H -0.88 0.79 -0.03
H -1.63 0.33 1.51
H 0.00 -1.62 1.62
H 0.85 -0.88 0.23
H 4.47 -1.36 1.82
H 5.59 -0.56 2.88
H 6.05 1.14 1.33
H 5.44 -0.09 0.21
H 3.15 3.03 1.37
H 4.84 2.87 1.84
H 4.20 1.96 3.80
H 2.53 1.92 3.34
H -1.64 0.53 -3.05
H -0.34 0.25 -1.91
H -1.32 -1.29 -4.16
H -0.97 -3.45 -3.18
H -0.29 -2.57 -1.73
*
```


No. 6
DFT (ωB97M-V/def2-TZVPD) results for a cluster of 3 separate species, C14H25FN2O10S3 in total at a distorted geometry.

## Properties
- E_HOMO (eV) = -9.86
- gap between HOMO and LUMO (eV) = 9.1

Geometry as ORCA input:
```
! RIJCOSX wB97M-V def2-TZVPD def2/J DEFGRID3
* xyz 0 1
C 0.89 -1.97 -0.64
C 0.78 -0.85 -1.80
O 1.16 -1.14 -2.94
O 0.30 0.42 -1.38
C -0.70 0.95 -2.26
N -2.03 1.19 -1.64
C -2.86 -0.03 -1.52
C -2.93 -0.80 -0.19
C -3.85 -2.01 -0.31
C -4.53 -2.31 -1.62
N -4.53 -1.62 -2.86
C -3.67 -0.51 -2.69
S -2.00 2.15 -0.24
O -1.17 1.64 0.89
O -1.44 3.49 -0.64
F -3.56 2.46 0.31
H 1.48 -1.47 0.21
H 1.54 -2.81 -1.03
H -0.13 -2.28 -0.26
H -0.35 1.96 -2.69
H -0.88 0.29 -3.18
H -2.39 -0.56 0.77
H -4.02 -2.69 0.59
H -5.18 -3.26 -1.64
H -3.58 0.14 -3.64
C 2.79 7.62 -2.24
C 3.21 7.14 -0.86
O 2.56 5.92 -0.51
S 3.07 4.54 -1.18
C 2.19 3.43 -0.12
O 4.48 4.40 -0.94
O 2.52 4.44 -2.51
H 3.14 6.94 -3.02
H 3.20 8.61 -2.45
H 1.70 7.66 -2.32
H 4.30 7.03 -0.80
H 2.92 7.88 -0.12
H 2.58 3.53 0.89
H 2.36 2.42 -0.49
H 1.13 3.67 -0.16
C -0.95 -4.31 4.98
C 0.16 -3.82 4.07
O 0.76 -4.90 3.35
S -0.04 -5.52 2.09
C 1.29 -6.47 1.42
O -0.37 -4.47 1.17
O -1.04 -6.43 2.59
H -1.79 -4.69 4.41
H -1.31 -3.50 5.61
H -0.59 -5.12 5.62
H -0.20 -3.05 3.38
H 0.95 -3.37 4.67
H 2.07 -5.79 1.08
H 0.90 -7.05 0.58
H 1.67 -7.14 2.19
*
```


no.,electronic energy (eV)
1,-52553.33266
2,-145809.47855
3,-32824.10884
4,-56667.99959
5,-57671.88900
6,-73596.21522